(1)
This record from the OMol25 dataset describes a molecular structure, C33H28N7O4PtS in a non-equilibrium geometry. The level of theory is ωB97M-V/def2-TZVPD.

XYZ file:
```
74
Properties=species:S:1:pos:R:3
Pt 1.5232 0.5642 -0.3779
C 2.9119 0.3767 3.9426
O 4.0194 0.5693 2.9930
C 3.4332 0.7631 1.8285
N 2.1678 0.8685 1.7656
C 1.6788 0.8777 3.1722
C 0.4048 0.1450 3.4959
C -0.3779 -0.4991 2.5529
C -1.5994 -1.0534 2.9204
C -2.0216 -1.0061 4.2382
C -1.2187 -0.3996 5.1981
C -0.0188 0.1845 4.8254
C 4.2585 0.9421 0.6155
C 5.6065 1.2379 0.5675
C 6.1835 1.4410 -0.6829
C 5.4124 1.3156 -1.8305
C 4.0780 1.0043 -1.6777
N 3.5259 0.8488 -0.4836
C 3.0802 0.7476 -2.7175
N 1.8712 0.5450 -2.3739
C 1.0805 0.1961 -3.5734
C 2.1352 0.3758 -4.6952
O 3.4033 0.6632 -3.9866
C -0.1557 1.0390 -3.7731
C -0.4279 2.1616 -3.0039
C -1.5845 2.8990 -3.2295
C -2.4649 2.5267 -4.2348
C -2.1874 1.4100 -5.0145
C -1.0413 0.6669 -4.7799
H 3.1406 0.9439 4.8371
H 2.8428 -0.6827 4.1793
H 1.5004 1.9288 3.4118
H -0.0427 -0.5747 1.5286
H -2.2196 -1.5211 2.1666
H -2.9754 -1.4361 4.5202
H -1.5340 -0.3670 6.2337
H 0.5862 0.6867 5.5763
H 6.1779 1.3078 1.4827
H 7.2342 1.6860 -0.7613
H 5.8306 1.4425 -2.8194
H 0.7706 -0.8420 -3.4653
H 1.9162 1.2266 -5.3323
H 2.2893 -0.5121 -5.2983
H 0.2554 2.4658 -2.2225
H -1.7940 3.7689 -2.6184
H -3.3628 3.1048 -4.4139
H -2.8694 1.1130 -5.8013
H -0.8428 -0.2205 -5.3744
N -4.2427 -4.5785 2.4826
C -3.3703 -3.9573 1.6241
C -1.9983 -4.2251 1.6888
C -1.1155 -3.5581 0.8655
C -1.5950 -2.6261 -0.0531
C -2.9631 -2.3640 -0.1471
C -3.8380 -3.0209 0.6913
S -0.4545 -1.8207 -1.0914
O -0.8882 -1.9751 -2.4535
O 0.8547 -2.3016 -0.7371
N -0.3877 -0.1994 -0.7786
C -1.3274 0.7310 -0.3693
N -2.6386 0.5390 -0.4627
C -3.4034 1.5420 -0.0276
C -2.8911 2.7158 0.4932
C -1.5100 2.8057 0.5395
N -0.7271 1.8254 0.1064
H -3.9227 -5.3433 3.0467
H -5.2303 -4.5198 2.3186
H -1.6290 -4.9578 2.3983
H -0.0530 -3.7575 0.9149
H -3.3301 -1.6519 -0.8716
H -4.9014 -2.8169 0.6303
H -4.4755 1.3875 -0.1009
H -3.5298 3.5117 0.8481
H -1.0117 3.6855 0.9343
```

Results
multiplicity	1
HOMO-LUMO gap	6.28	eV
net charge	+1

Mulliken atomic charge list, values in e, 6 entries:
1. Pt 1.451
2. C -0.525
3. O -0.432
4. C -0.200
5. N -0.345
6. C -0.200



(2)
This record from the OMol25 dataset describes C3H6N2O in the gas phase in a non-equilibrium geometry. The level of theory is ωB97M-V/def2-TZVPD.

XYZ file:
```
12
Properties=species:S:1:pos:R:3
C -1.5612 1.1456 1.1620
N -0.5501 0.1338 0.9918
C 0.0858 0.0818 -0.1086
C 1.0589 -0.9691 -0.2959
N 1.8596 -0.9902 -1.3458
O 0.8734 -1.0322 -2.3442
H -1.6735 1.8179 0.3012
H -2.5157 0.6510 1.3608
H -1.3227 1.7310 2.0535
H -0.0208 0.8123 -0.9159
H 1.2160 -1.6435 0.5441
H 2.5502 -1.7386 -1.4031
```

Results
multiplicity	1
HOMO-LUMO gap (alpha / beta)	8.05 / 7.25	eV
structure (SMILES)	C/N=C/C=[NH+]\[O-]

natural (NBO) atomic charge list, values in e, 6 entries:
1. C -0.443
2. N -0.356
3. C 0.023
4. C 0.178
5. N -0.219
6. O -0.555



(3)
This record from the OMol25 dataset describes a molecular structure, C37H43GaNO2P in a non-equilibrium geometry. The level of theory is ωB97M-V/def2-TZVPD.

XYZ file:
```
85
Properties=species:S:1:pos:R:3
O 1.0412 0.1001 -5.8528
C 1.1547 1.3357 -6.6969
C 0.6685 0.6558 -7.9633
H 2.1884 1.6858 -6.7833
H 0.5178 2.1507 -6.3380
C 0.7424 -0.6195 -7.0967
H 1.3510 0.6490 -8.8103
H -0.3287 0.9191 -8.2955
C 1.9327 -1.4265 -7.5810
H 2.8317 -0.8006 -7.5811
H 1.7570 -1.7493 -8.6221
H 2.0714 -2.3399 -6.9874
C -0.5047 -1.4793 -7.1379
H -1.4176 -0.8851 -7.0852
H -0.5132 -2.2445 -6.3485
H -0.5227 -2.0102 -8.1027
Ga 1.9079 -0.1429 0.2820
C -2.5802 -0.8769 1.2762
C -2.2738 0.4764 0.9825
C -3.1867 0.9097 -0.0118
H -1.4712 1.0482 1.4381
C -3.9778 -0.2136 -0.4058
C -3.6651 -1.2896 0.4516
H -4.1737 -2.2486 0.4559
H -2.0653 -1.4716 2.0247
H -3.2547 1.9211 -0.3953
H -4.6831 -0.2753 -1.2264
C 1.3945 -3.1472 1.0270
C 0.1962 -2.4929 0.6832
C 0.4357 -1.5570 -0.3728
H -0.7904 -2.6983 1.0944
C 1.8272 -1.8220 -0.8296
C 2.4204 -2.6733 0.1922
H 3.4553 -2.9972 0.2268
H 1.4952 -3.9233 1.7909
H -0.3434 -0.9949 -0.8967
H 2.2065 -1.6794 -1.8408
O -2.2434 0.3942 -2.5240
C -2.6696 -0.4183 -3.6238
C -2.4534 0.3834 -4.9129
H -3.7030 -0.7516 -3.4451
H -2.0228 -1.3180 -3.6043
C -1.3552 1.3737 -4.5002
H -3.3630 0.9179 -5.2245
H -2.1233 -0.3017 -5.6962
C -1.2985 1.3799 -2.9728
H -1.5364 2.3711 -4.9058
H -0.4108 0.9793 -4.8774
H -1.6625 2.3484 -2.6037
H -0.2687 1.2019 -2.5806
N 1.1985 0.4904 1.7562
P 0.9681 0.5218 3.3240
C -0.2979 -0.5551 4.1106
C -1.6185 -0.0990 4.3229
C -2.5555 -0.8857 4.9917
C -2.2033 -2.1549 5.4579
C -0.8987 -2.6140 5.2634
C 0.0461 -1.8265 4.5984
C 2.4973 0.2291 4.2652
C 3.1902 -0.9851 4.0929
C 4.4708 -1.1518 4.6264
C 5.0959 -0.1142 5.3225
C 4.4149 1.0891 5.4986
C 3.1233 1.2532 4.9969
C 0.3751 2.0901 3.9596
C 0.2182 2.2615 5.3491
C -0.2382 3.4766 5.8611
C -0.5417 4.5285 4.9869
C -0.3779 4.3581 3.6072
C 0.0843 3.1434 3.0870
H -1.9226 0.8979 3.9834
H -3.5662 -0.5051 5.1463
H -2.9435 -2.7871 5.9483
H -0.6013 -3.6004 5.6234
H 1.0709 -2.1851 4.4980
H 2.7591 -1.7942 3.4978
H 5.0004 -2.0882 4.4642
H 6.1065 -0.2366 5.7123
H 4.9022 1.9284 5.9909
H 2.6299 2.2104 5.1531
H 0.4779 1.4605 6.0454
H -0.3429 3.6069 6.9428
H -0.8907 5.4845 5.3862
H -0.5965 5.1807 2.9230
H 0.2334 3.0187 2.0144
```

Results
multiplicity	1
HOMO-LUMO gap (alpha / beta)	7.58 / 4.89	eV

Mulliken atomic charge list, values in e, 6 entries:
1. O -0.616
2. C -0.300
3. C -1.029
4. H 0.349
5. H 0.297
6. C 1.955



Relative energy (zero: lowest compared OMol25 entry of this formula, charge and spin) values, unit kcal/mol, following the record order: 20.9; 129.8; 4.4.
Calculated total energy values, unit eV, following the record order: -67373.087; -8231.068; -106310.148.